No. 1
{"formula": "C3H2FO2Rb", "method": "ωB97M-V/def2-TZVPD", "elements": ["Rb", "F", "O", "O", "C", "C", "C", "H", "H"], "xyz": [[-4.1462, 0.5697, -1.9869], [1.6204, 0.5836, -1.0767], [-0.0816, 1.4143, 0.7796], [-0.8246, -0.7800, 0.0976], [1.2621, 0.1579, 0.1452], [0.4599, -1.0598, 0.1117], [-1.1925, 0.8940, 0.6702], [0.8261, -2.0491, 0.3916], [2.0764, 0.2695, 0.8677]], "lowdin_spin": [0.000, 0.070, 0.026, 0.182, 0.243, 0.375, 0.056, 0.031, 0.017], "homo_lumo_gap_ev": [7.07, 9.38], "lumo_energy_ev": [-4.07, -4.08], "multiplicity": 2, "de_lowest_ev": 1.551, "total_charge": 1}

No. 2
{"formula": "C3H2FO2Rh", "method": "ωB97M-V/def2-TZVPD", "elements": ["Rh", "F", "O", "O", "C", "C", "C", "H", "H"], "xyz": [[2.7246, 1.1691, 0.3330], [0.3186, 1.5858, 0.1071], [1.9369, -0.5036, -0.0097], [0.0646, -1.7811, -0.0265], [-0.2318, 0.4041, -0.3180], [0.7183, -0.7370, -0.3166], [-1.4879, 0.0118, 0.0266], [-1.9967, 0.4489, 0.8881], [-2.0466, -0.5981, -0.6839]], "lowdin_spin": [3.455, 0.177, 0.261, 0.514, 0.239, 0.077, 0.253, 0.014, 0.011], "homo_lumo_gap_ev": [4.70, 7.38], "lumo_energy_ev": [-6.74, -8.71], "multiplicity": 6, "de_lowest_ev": 0.000, "total_charge": 1}

No. 3
{"formula": "C3H2FO2Tl", "method": "ωB97M-V/def2-TZVPD", "elements": ["Tl", "F", "O", "O", "C", "C", "C", "H", "H"], "xyz": [[-2.1145, -0.5422, 0.6000], [1.3838, 1.8649, -0.2916], [-0.5905, 0.9915, 0.1603], [-0.5343, -1.6736, -0.4715], [1.3642, -0.3329, -0.3617], [0.7393, -1.6021, -0.3609], [0.4952, 0.7802, -0.3737], [1.3158, -2.4060, -0.8561], [2.3323, -0.2480, -0.8528]], "nbo_charge": [0.848, -0.369, -0.725, -0.789, -0.549, 0.348, 0.841, 0.159, 0.237], "homo_lumo_gap_ev": 8.77, "lumo_energy_ev": -0.24, "de_lowest_ev": 0.349, "total_charge": 0}

No. 4
{"formula": "C3H2FO2Tl", "method": "ωB97M-V/def2-TZVPD", "elements": ["Tl", "F", "O", "O", "C", "C", "C", "H", "H"], "xyz": [[-0.9631, 1.1265, -2.4322], [1.0114, -0.9569, 2.1969], [0.6224, -1.0033, -0.2243], [-0.4031, 1.0538, 0.2284], [0.5431, 0.1398, -0.7336], [-0.1623, -0.9085, 1.3937], [-0.8163, 0.3497, 1.3809], [-1.9086, 0.2737, 1.4905], [-0.6995, -1.8446, 1.5613]], "nbo_charge": [0.838, -0.381, -0.536, -0.636, 0.288, 0.333, -0.236, 0.159, 0.170], "homo_lumo_gap_ev": [5.82, 5.82], "lumo_energy_ev": [-1.02, -1.02], "de_lowest_ev": 4.436, "total_charge": 0}

No. 5
{"formula": "C3H2FO2Tl", "method": "ωB97M-V/def2-TZVPD", "elements": ["Tl", "F", "O", "O", "C", "C", "C", "H", "H"], "xyz": [[-3.3161, 2.0289, 3.9845], [0.3419, -2.0810, -0.5588], [-0.3428, 0.6502, 0.4834], [-1.7061, 1.1892, 2.2342], [0.7477, -0.8923, -0.9397], [-1.1333, 0.6395, 1.3724], [1.5860, -0.5942, -1.9128], [2.0152, -1.3887, -2.5288], [1.8074, 0.4483, -2.1344]], "lowdin_spin": [0.001, 0.162, 0.077, 0.007, 0.661, 0.012, 0.057, 0.020, 0.003], "homo_lumo_gap_ev": [6.48, 6.86], "lumo_energy_ev": [-5.24, -5.24], "multiplicity": 2, "de_lowest_ev": 0.866, "total_charge": 1}

No. 6
{"formula": "C3H2FOTl", "method": "ωB97M-V/def2-TZVPD", "elements": ["Tl", "F", "O", "C", "C", "C", "H", "H"], "xyz": [[-2.3108, -1.5372, -1.1930], [1.1815, 2.7159, 0.3535], [0.0870, -1.1771, 1.0151], [0.8051, 1.4344, 0.5716], [-0.4995, -0.6112, 0.0737], [-0.1066, 0.8286, -0.1829], [1.2966, 1.0150, 1.4497], [-0.6460, 1.3989, -0.9467]], "nbo_charge": [0.658, -0.335, -0.611, 0.316, 0.025, -0.449, 0.191, 0.204], "homo_lumo_gap_ev": 6.57, "lumo_energy_ev": -0.72, "de_lowest_ev": 0.000, "total_charge": 0}

No. 7
{"formula": "C3H2FeO4", "method": "ωB97M-V/def2-TZVPD", "elements": ["Fe", "O", "O", "O", "O", "C", "C", "C", "H", "H"], "xyz": [[3.4194, 0.0925, 0.3677], [0.0157, -0.3451, -0.6588], [2.1837, -0.2795, -1.1217], [1.5486, 0.0987, 0.9432], [-3.1545, 0.6377, -0.8793], [-2.2127, 0.2325, -0.4417], [1.2922, -0.1863, -0.2512], [-0.9667, -0.0693, 0.2785], [-0.7556, 0.7964, 0.9328], [-1.3699, -0.9775, 0.8305]], "lowdin_spin": [4.221, 0.027, 0.386, 0.320, 0.000, 0.000, 0.038, 0.005, 0.001, 0.001], "homo_lumo_gap_ev": [10.31, 7.14], "lumo_energy_ev": [-16.76, -19.84], "multiplicity": 6, "total_charge": 3}

No. 8
{"formula": "C3H2HgO3", "method": "ωB97M-V/def2-TZVPD", "elements": ["Hg", "O", "O", "O", "C", "C", "C", "H", "H"], "xyz": [[-1.4019, 1.9210, 0.9251], [-0.6634, 1.0257, -1.6200], [-0.1565, -1.0751, -2.2568], [0.8368, -0.5849, -0.2511], [0.0174, 0.0965, -1.8881], [0.2582, 0.0896, 2.0848], [0.4607, -0.2958, 0.9550], [0.2763, 0.4264, 3.1092], [0.3724, -1.6035, -1.0580]], "lowdin_spin": [0.590, 0.075, 0.004, 0.040, 0.009, 0.166, 0.120, -0.003, -0.001], "homo_lumo_gap_ev": [8.40, 7.12], "lumo_energy_ev": [-5.66, -7.93], "multiplicity": 2, "de_lowest_ev": 4.033, "total_charge": 1}

No. 9
{"formula": "C3H2I2N2O", "method": "ωB97M-V/def2-TZVPD", "elements": ["I", "I", "O", "N", "N", "C", "C", "C", "H", "H"], "xyz": [[2.1528, 0.3473, -2.5702], [-1.2922, -0.2976, 3.4848], [2.3352, -1.4535, 0.5188], [1.5801, -0.8729, -0.1215], [-0.3758, 0.3333, -0.7742], [-1.1575, 0.0950, 1.5723], [-1.2096, 0.3989, 0.3122], [0.9138, -0.1120, -0.8418], [-2.1925, 0.8511, 0.0659], [-0.7543, 0.7105, -1.6464]], "nbo_charge": [0.526, 0.874, 0.020, 0.289, -0.568, -0.027, -0.138, 0.191, 0.353, 0.479], "homo_lumo_gap_ev": 6.66, "lumo_energy_ev": -11.31, "de_lowest_ev": 1.828, "total_charge": 2}

No. 10
{"formula": "C3H2I2O2", "method": "ωB97M-V/def2-TZVPD", "elements": ["I", "I", "O", "O", "C", "C", "C", "H", "H"], "xyz": [[0.2267, 2.6445, -1.8227], [-0.5785, -0.5543, -3.2521], [-3.2696, 3.1981, 1.2223], [-3.4597, 2.3389, -0.8924], [-0.1468, 0.0816, -0.2872], [-0.0486, 0.6082, -1.4641], [-3.3404, 2.7907, 0.1566], [-0.2074, 0.8314, 0.5797], [-0.2271, -1.0006, -0.2392]], "nbo_charge": [0.201, 0.142, -0.511, -0.510, -0.483, -0.333, 1.020, 0.236, 0.238], "homo_lumo_gap_ev": 9.07, "lumo_energy_ev": -0.34, "de_lowest_ev": 0.189, "total_charge": 0}

| no. | E_tot (eV) |
| --- | --- |
| 1 | -10600.6301 |
| 2 | -12947.5384 |
| 3 | -14648.0585 |
| 4 | -14643.9708 |
| 5 | -14638.9419 |
| 6 | -12599.1047 |
| 7 | -45678.8761 |
| 8 | -13447.3843 |
| 9 | -24346.2519 |
| 10 | -23439.0603 |